The following is a DFT calculation (the ωB97M-V functional and the def2-TZVPD basis) of C33H41AgN2O2P2Si2 as an isolated structure.

```
83
Properties=species:S:1:pos:R:3:mulliken_charge:R:1
C 1.1282 3.3891 2.6774 -0.94
C 0.5007 -1.4551 -1.9120 0.36
P 0.2850 -1.1300 -0.1039 1.62
H -1.2249 -2.5268 -4.6275 0.38
C 0.5749 5.5253 0.6385 -1.16
C 3.2154 -3.9805 0.5547 -0.78
O -2.5522 0.0786 4.6707 -0.60
C -3.6133 0.6134 -3.3601 -0.45
C 0.5648 0.4818 0.2667 -1.69
H -0.1295 5.9944 -0.0522 0.29
C 1.6813 -1.0839 -2.5552 -0.24
C 1.7120 -2.0841 0.5849 0.18
C -2.8169 1.2039 -1.1677 -0.47
H 3.6023 -4.8541 0.0409 0.38
H -1.2251 5.4779 3.3019 0.28
C 3.2739 2.9127 -2.3829 -0.67
O -0.4533 -0.7256 4.8476 -0.04
H 1.6975 4.2234 3.1001 0.42
H 4.4601 -4.2398 2.2875 0.34
H -4.8506 0.7021 -1.6021 0.39
H 1.2352 5.2551 -3.7296 0.36
H -1.6270 -5.6591 -0.2355 0.42
C -0.8455 -3.8903 2.4930 -0.80
C -1.5928 4.7388 2.5869 -1.10
H -0.9809 -4.5187 -1.4235 0.28
C 3.1857 -2.5119 2.4493 -0.66
C -1.2886 1.1163 -3.0072 0.39
H -1.0674 -3.1084 3.2205 0.04
H -2.3521 5.2110 1.9605 0.27
C 1.0140 2.6367 -1.5755 -0.08
H 2.6234 1.3964 -0.9768 0.32
H 1.8505 -3.4993 -1.0214 0.47
H -4.4252 0.3246 -4.0182 0.35
H -3.7628 -2.6428 1.4230 0.27
H 0.2404 -4.0117 2.4654 0.19
H 3.6035 4.5218 -3.7677 0.33
C 2.3426 2.2384 -1.6008 -0.28
C -3.3786 -3.4900 0.8547 -1.11
H 4.3095 2.5918 -2.3853 0.37
C 0.7809 -1.7629 -4.6767 -0.51
C -0.5333 -1.9790 -2.6735 -0.48
H 0.7020 2.8040 3.4948 0.22
H -3.7997 -3.4354 -0.1518 0.27
H 3.5439 -2.2334 3.4337 0.41
C -1.4964 -0.0818 4.0952 0.56
H -1.8553 -1.2967 6.2739 0.33
Si -0.2097 4.0341 1.5151 0.18
N -0.8559 2.9212 0.4458 0.09
C -3.8525 0.8285 -2.0061 -0.78
C -0.9564 -4.8045 -0.3697 -1.09
C -1.5205 1.3533 -1.6573 -0.15
C 2.2271 -3.2100 -0.0459 -0.30
C 2.8799 3.9937 -3.1562 -0.41
H 0.0574 -5.1352 -0.1369 0.28
C 0.6323 3.7337 -2.3455 -0.16
H 0.8849 6.2719 1.3764 0.37
C -0.7776 -1.1809 6.1477 -0.90
N -1.0514 -1.8383 0.3598 0.44
H -2.1240 0.5794 -4.9073 0.40
H -0.2824 -2.1442 6.3011 0.23
Ag -0.7358 0.2674 2.1118 -0.40
H -2.0697 3.9318 3.1439 0.27
H -0.2815 1.1970 -3.4038 0.28
C 1.5505 4.4047 -3.1354 -0.76
C 2.2094 -1.7416 1.8403 -0.64
C -2.3282 0.7611 -3.8575 -0.80
H -0.3998 4.0652 -2.3096 0.47
H 1.8185 -0.8602 2.3422 0.31
H 1.8137 2.7272 2.1394 0.22
P -0.1986 1.7991 -0.4482 1.25
H -0.4171 -0.4771 6.9082 0.26
C 3.6965 -3.6369 1.8092 -0.44
H 1.4546 5.2341 0.0611 0.26
H -2.9975 1.3921 -0.1158 0.42
C -0.3973 -2.1347 -4.0472 -0.91
Si -1.4950 -3.3970 0.7933 0.03
H -3.7288 -4.4133 1.3219 0.31
H -1.2855 -4.8313 2.8368 0.37
H -1.4623 -2.2335 -2.1750 0.68
C 1.8259 -1.2335 -3.9242 -0.95
H 0.8858 -1.8747 -5.7505 0.34
H 2.7473 -0.9293 -4.4071 0.37
H 2.4868 -0.6558 -1.9695 0.43
```

Calculated values
HOMO-LUMO gap, eV: 5.85
Relative energy (zero: lowest compared OMol25 entry of this formula, charge and spin), kcal/mol: 0.0
Charge: -2

The following is a DFT calculation (the ωB97M-V functional and the def2-TZVPD basis) of C33H41As2FeN6O2S as an isolated structure.

```
86
Properties=species:S:1:pos:R:3:mulliken_charge:R:1
H 5.8270 0.8111 1.3778 0.45
H -3.0082 -1.0929 -7.1370 0.39
C 1.9909 1.6095 0.3392 0.28
C 3.4532 -1.1058 0.3206 -0.35
H 1.5999 -0.9950 5.3148 0.43
C 1.5651 2.8860 0.6986 -1.21
H 2.3065 3.6360 0.9330 0.50
H 3.4067 -3.8645 2.7098 0.42
H 2.6041 -1.1341 1.0056 0.05
H 7.3677 0.7122 -0.5670 0.39
H 0.4846 -2.1835 -4.4547 0.44
H -1.2416 -1.6205 -5.5374 0.22
C -4.9114 1.4865 3.8380 -0.56
H -4.9695 0.2471 -6.4208 0.41
H -5.5296 1.5935 -0.5267 0.33
C 0.4507 0.4231 -3.1959 -1.11
C -4.1772 0.0186 -5.7198 -0.82
S -0.2936 -2.1336 0.6991 -0.65
H -5.2777 1.5144 4.8564 0.38
C 5.5624 0.2263 0.4960 -0.68
C 4.7333 -2.3081 5.4147 -0.55
N 0.2589 -1.5934 3.2976 -0.50
H 1.0098 -2.7594 -2.8656 0.16
C -4.2619 0.4649 -4.4102 -0.75
C 2.3826 -2.4138 3.9175 0.41
H 1.4575 0.3011 -2.7967 0.38
C 3.6335 -1.5397 5.7700 -0.47
H -6.2783 2.9981 3.1424 0.41
H -0.5162 -3.3514 -3.5401 0.41
H -5.4829 1.9745 -2.2706 0.35
C -3.9030 0.5842 3.5137 -0.48
Fe -1.7294 -0.6760 -0.3809 0.39
C -3.0817 -0.7302 -6.1199 -0.86
C 3.1075 -1.6122 -1.0753 -0.76
H 2.6369 -2.5940 -1.0011 0.36
C -3.9890 1.3749 1.2678 1.88
C -0.4743 -1.3860 2.2582 0.25
C 3.5000 1.4205 0.3784 0.16
N -1.4755 -0.4231 2.5383 -0.40
H -5.8601 0.3266 -1.6869 0.38
C 1.0067 0.6759 0.0412 -0.07
C -2.1557 -0.5720 -3.8919 0.08
C 0.1440 -2.4895 -3.4686 -1.17
H -5.3873 2.9346 0.8294 0.51
H 6.0199 1.7978 -0.9240 0.32
H 0.4999 0.4190 -4.2844 0.59
C 0.2124 3.1486 0.8028 -1.31
C -5.4722 2.3270 2.8800 -0.88
H 3.6869 -0.8891 6.6339 0.37
C -4.9882 2.2629 1.5784 -0.21
H 5.4902 -3.7551 4.0207 0.37
H 5.8879 -0.7981 0.6724 0.37
N 4.1007 0.2014 0.3598 0.19
As -0.7600 -1.0129 -2.5960 1.69
N 1.2058 -2.5459 3.1684 -0.05
H 6.0527 0.1639 -1.6110 0.26
H 1.3261 -2.8945 2.2192 0.34
C -0.6841 2.1375 0.5175 -0.32
H -3.2843 3.0024 -2.7865 0.58
H 5.6459 -2.2606 5.9934 0.40
H -2.8654 3.2130 -1.0743 0.40
C -2.0818 -1.0246 -5.2061 -0.61
H 4.1670 -1.8162 0.7373 0.43
H -5.1327 1.0351 -4.1164 0.22
C 2.4578 -1.5893 5.0367 -0.45
C 6.2901 0.7632 -0.7297 -1.14
C 3.4770 -3.2041 3.5674 -0.31
O -2.8816 -2.0191 -0.7540 -0.79
H -0.1472 4.1187 1.1158 0.53
O 4.1755 2.4316 0.5259 -0.72
H 1.2343 -0.3339 -0.2432 0.43
H -3.4888 -0.0808 4.2595 0.50
C -3.2575 0.1793 -3.4889 0.41
H -1.7456 2.3114 0.6093 0.02
C -3.4337 0.5340 2.2078 0.22
C 4.6449 -3.1425 4.3085 -0.57
H 0.0663 1.3836 -2.8572 0.08
N -0.3072 0.9231 0.1107 1.80
C -5.2637 1.2230 -1.5167 -1.28
H -3.5859 1.3200 0.2787 -2.57
H 2.4396 -0.9451 -1.6169 -0.25
H -1.6652 2.5631 -2.1982 0.18
H 4.0175 -1.7113 -1.6705 0.55
N -2.4460 -0.4083 1.7535 0.41
As -3.3679 0.7496 -1.6224 1.45
C -2.7247 2.5817 -1.9521 -1.07
```

Calculated values
<S²>: 0.762
HOMO-LUMO gap (alpha / beta), eV: 6.88 / 6.77
2S+1: 2

The following is a DFT calculation (the ωB97M-V functional and the def2-TZVPD basis) of C33H41AsEuIN6O8P as an isolated structure.

```
92
Properties=species:S:1:pos:R:3:mulliken_charge:R:1
H 1.4410 1.6854 3.5032 0.38
H -0.0716 -1.0896 6.8512 0.42
H -0.0513 1.9044 -4.2408 0.34
C 0.5084 -0.1953 4.9961 -0.79
H 5.0704 4.5864 -2.9016 0.48
P -2.6958 -1.2258 0.7599 1.00
H -2.6834 -2.8370 2.5751 0.59
H -1.2679 2.3879 -3.0494 -0.43
C -1.1113 1.8543 -3.9900 -0.59
C -0.1794 -2.4708 5.2069 -0.62
H -1.4236 -3.6105 0.0488 -0.27
O -0.7707 1.7733 0.0325 0.57
C -2.4281 -2.1231 -3.4072 0.58
O -1.4164 -0.9657 -0.0005 -0.44
O 2.1241 1.3025 -0.8830 -0.08
C 0.7617 -4.9858 -0.7863 -0.47
H -2.5036 -4.2928 -3.2766 0.35
C 3.2916 -4.5411 0.2428 -0.62
H 3.3011 4.1042 1.6753 0.47
H 2.9922 1.8783 -2.2651 0.34
C -0.7102 -0.4359 -3.0232 0.50
I 3.4325 -1.5693 -0.3624 0.14
C 2.5634 -3.5075 -0.3180 0.06
N -3.0685 1.2472 1.4875 0.04
H -0.9056 4.3314 1.9971 0.41
H -2.9247 4.2142 0.2275 0.41
C -0.0976 4.4064 1.2704 -1.04
C 2.4419 2.1548 0.0389 0.54
C 2.7458 -5.8136 0.2897 -0.67
H -2.9102 3.2919 -1.2958 0.38
H -3.4151 1.9835 2.0924 0.46
C 4.5037 5.2993 0.3708 -0.93
H -0.0588 -2.5584 1.4522 -0.22
H -0.2342 -5.1852 -1.1637 0.44
H -4.0602 -3.4954 -3.4978 0.47
N -1.4139 -3.5791 1.0654 -0.42
C 0.6908 -0.3405 3.6139 0.21
H 0.8166 3.9815 1.6760 0.11
H 4.2780 -4.3484 0.6412 0.46
H -4.1007 -1.4223 -4.5450 0.37
C 0.0649 -1.2336 5.7883 -0.95
C -2.6953 -0.0195 2.1960 -0.49
H 3.3087 -6.6264 0.7280 0.41
H -3.5555 -3.4374 1.1528 0.57
C 3.3189 3.2968 -0.3014 -0.08
O -3.2619 -3.4672 -1.5833 -0.47
C -2.3870 4.0428 -0.7046 -1.33
O -3.9723 -0.8799 0.0697 -0.97
Eu 0.6056 -0.2085 -0.4009 -0.24
C -1.5412 0.4291 -3.8113 0.74
H -3.4777 -0.2798 2.9071 0.56
O 0.5388 -1.7764 1.6941 0.65
C 0.5156 3.9464 -1.8099 -0.94
C 3.8357 3.4396 -1.6050 0.81
H -0.5044 -3.3030 5.8171 0.46
H -0.1258 4.4468 -2.5324 0.69
N 2.0437 2.0765 1.2885 -0.72
N 0.5826 -2.5825 -1.3771 0.43
H -1.7451 0.0800 2.7128 -0.06
H -0.5363 -3.8004 -2.5989 0.81
C -3.0907 -3.4145 -3.0025 -1.02
H 5.6758 6.2488 -1.1622 0.41
H 4.7694 6.0180 1.1343 0.43
C 5.0111 5.4296 -0.9214 -0.35
H 1.2772 4.6336 -1.4487 0.53
H 0.9824 3.0801 -2.2699 -0.12
H -2.3468 4.9781 -1.2603 0.50
N -2.6786 0.0548 -4.3398 -0.65
H -0.1581 -3.6189 3.4000 0.49
H -1.4007 -4.5408 1.3865 0.33
C 4.6830 4.5104 -1.8938 -0.73
C 1.4762 -6.0285 -0.2249 -0.94
H 1.0322 -7.0146 -0.1875 0.43
C 1.1909 0.8165 2.8942 -0.47
C -3.1268 -1.1921 -4.1276 -1.10
H 0.7350 0.7653 5.4438 0.45
C -1.1603 -1.7743 -2.8751 0.23
C 3.6772 4.2399 0.6714 -0.59
C 0.4155 -1.5914 3.0373 1.02
O 3.5356 2.6072 -2.6188 -0.79
C 0.0049 -2.6467 3.8463 -0.68
H -1.7112 2.3222 -4.7659 0.48
C -0.3498 -2.7844 -2.2494 -0.45
C 1.2876 -3.6888 -0.8581 0.35
C -2.6554 -2.9145 1.4866 -0.93
O 0.4037 -0.0019 -2.5203 -0.87
N 1.4280 0.8842 1.6383 0.54
As -0.5864 3.4099 -0.3156 0.75
H -3.8233 -2.7111 -1.3407 0.31
H -2.2318 1.5822 0.9083 -0.26
H 0.0549 5.4509 0.9996 0.44
H -3.7932 0.9537 0.7978 0.45
```

Calculated values
<S²>: 12.009
HOMO-LUMO gap (alpha / beta), eV: 7.52 / 7.55
Relative energy (zero: lowest compared OMol25 entry of this formula, charge and spin), kcal/mol: 0.0
2S+1: 7
Charge: +1